Run A
The molecule C5H7NO2. Source: the Open Molecules 2025 dataset; level of theory: the ωB97M-V functional and the def2-TZVPD basis.

Each line ends with the Löwdin charge.
Element x y z (Å)
1 C -0.00879 0.19924 -0.12976  -0.303
2 C 0.18867 1.52299 -0.63292  -0.128
3 C -0.00525 1.88737 -1.96295  0.015
4 C 0.45626 -0.18343 1.17631  -0.154
5 C -0.40447 -1.24723 1.83535  -0.076
6 H 0.21988 -2.06298 -0.14043  0.048
7 H 0.27287 2.43484 0.04899  0.117
8 H -0.06593 1.04105 -2.66311  0.046
9 H 0.33630 2.78831 -2.57439  0.077
10 H 0.96582 0.48321 1.77698  0.121
11 H -1.27240 -1.63749 0.94448  0.198
12 H -0.71355 -1.08552 2.91543  0.129
13 N -0.41013 -0.59916 -1.08910  0.043
14 O -0.46970 -1.89478 -0.80110  -0.057
15 O 0.91044 -1.64643 1.29623  -0.077

Computed properties:
* frontier orbital gap: 8.71 eV
* LUMO energy: 0.071 eV
* SMILES string: C=C/C(=N/O)[C@H]1CO1



Run B
A cluster of 2 separate species, C5H7NO2 in total. Source: the Open Molecules 2025 dataset; level of theory: the ωB97M-V functional and the def2-TZVPD basis.

Each line ends with the Löwdin charge.
Element x y z (Å)
1 C 1.02096 1.05995 -2.16087  -0.145
2 C -2.54160 -0.44639 0.45084  -0.018
3 C 2.89369 0.05470 -0.45355  -0.055
4 C 0.61412 0.64840 -0.93855  -0.142
5 C -1.59561 -0.93665 1.25247  -0.275
6 N 1.75373 0.44387 -0.05788  -0.024
7 O 1.42173 1.40251 -3.23430  0.151
8 O -1.47647 -0.88341 2.62872  -0.036
9 H -2.32781 -0.52074 -0.63103  0.054
10 H -3.51958 -0.07806 0.65090  0.040
11 H 3.65810 0.20840 0.26152  0.059
12 H 3.19545 -0.19426 -1.41781  0.056
13 H -0.36651 0.97148 -0.49385  0.103
14 H -0.51795 -1.14566 0.94523  0.122
15 H -2.21225 -0.58413 3.19817  0.110

Computed properties:
* frontier orbital gap: 9.41 eV
* LUMO energy: 0.570 eV
* SMILES string: C=NC=C=O.C=CO



Here are the energies relative to the best structure, in kJ/mol: run A 212.3; run B 0.0.



Run A
The molecule C5H7NO2. Source: the Open Molecules 2025 dataset; level of theory: the ωB97M-V functional and the def2-TZVPD basis.

Each line ends with the Löwdin charge.
Element x y z (Å)
1 C -2.40034 0.27140 0.03194  -0.119
2 C -1.04577 -0.11057 -0.44323  -0.143
3 C -0.25778 -1.07898 0.04358  -0.133
4 C 2.04679 -0.28343 -0.01734  -0.498
5 C 1.75505 1.21504 0.30068  -0.155
6 H -2.92068 -0.49520 0.55121  0.044
7 H -3.12227 0.73340 -0.74940  0.100
8 H -2.30513 1.11345 0.84565  0.113
9 H -0.44018 0.74757 -0.93868  0.120
10 H -0.53127 -1.88279 0.70315  0.110
11 H 1.36946 -2.04876 -0.81280  0.189
12 H 2.35730 1.55716 1.30774  0.172
13 N 1.13125 -1.20529 -0.22576  0.073
14 O 3.22984 -0.45906 -0.15206  0.078
15 O 1.13372 1.92607 -0.44467  0.049

Computed properties:
* frontier orbital gap: 9.97 eV
* LUMO energy: 0.427 eV
* SMILES string: C/C=C/NC(=O)C=O



Run B
The molecule C5H7NO2. Source: the Open Molecules 2025 dataset; level of theory: the ωB97M-V functional and the def2-TZVPD basis.

Each line ends with the Löwdin charge.
Element x y z (Å)
1 C -0.51858 1.63658 1.01904  -0.460
2 C 0.05489 0.42024 -1.08135  -0.057
3 C 0.29239 -0.84410 1.14254  -0.023
4 C 0.51927 1.36257 0.07007  -0.156
5 C -0.29294 -0.98276 -0.33520  -0.360
6 N 0.37720 0.64582 1.40531  0.080
7 O -1.46679 2.21316 1.39867  0.148
8 O 0.22192 -2.07116 -0.96328  -0.026
9 H -0.68091 1.04242 -1.58726  0.107
10 H 0.89284 0.26017 -1.77844  0.108
11 H -0.33005 -1.16815 1.81021  0.058
12 H 1.24177 -1.26893 1.00653  0.112
13 H 1.47463 2.01537 -0.04217  0.164
14 H -1.45980 -0.95552 -0.30618  0.167
15 H -0.32583 -2.30570 -1.75849  0.136

Computed properties:
* frontier orbital gap: 9.87 eV
* LUMO energy: 0.553 eV
* SMILES string: O=C1[C@@H]2C[C@@H](O)CN12



Here are the energies relative to the best structure, in kJ/mol: run A 0.0; run B 93.6.



Run A
The molecule C5H7NO2. Source: the Open Molecules 2025 dataset; level of theory: the ωB97M-V functional and the def2-TZVPD basis.

Each line ends with the Löwdin charge.
Element x y z (Å)
1 C 1.14408 -0.32525 0.00263  -0.430
2 C 0.03332 -1.12612 0.00226  0.033
3 C -1.36742 -0.54968 0.06727  -0.394
4 C -1.24940 0.94979 0.43493  -0.083
5 C -0.08710 1.60950 -0.37340  -0.144
6 H 2.38540 -1.78482 -0.35688  0.135
7 H 2.98652 -0.24232 -0.56425  0.152
8 H 0.32532 -2.18576 -0.03078  0.110
9 H -0.94779 0.93750 1.48422  0.123
10 H -2.25802 1.32608 0.42281  0.112
11 H 0.02540 2.78237 -0.32970  0.160
12 H -0.10076 1.25360 -1.42516  0.129
13 N 2.42686 -0.83591 0.19110  0.089
14 O -2.45367 -1.00825 -0.23082  0.065
15 O 1.17304 1.06016 0.06331  -0.058

Computed properties:
* frontier orbital gap: 9.78 eV
* LUMO energy: 0.633 eV
* SMILES string: NC1=CC(=O)CCO1



Run B
A structure of composition C5H7NO2. Source: the Open Molecules 2025 dataset; level of theory: the ωB97M-V functional and the def2-TZVPD basis.

Each line ends with the Löwdin charge.
Element x y z (Å)
1 C -0.24261 -1.60498 0.72665  -0.269
2 C -0.72755 1.32148 -0.64275  -0.231
3 C -0.04769 1.42807 0.65293  -0.025
4 C 0.95442 0.31193 -0.16805  -0.252
5 C 0.68545 1.07896 -1.42469  -0.036
6 H -1.36905 -1.87980 0.88292  0.173
7 H -1.48442 1.89697 -0.88132  0.092
8 H -0.57879 1.23881 1.62936  0.128
9 H 0.75876 2.28475 0.69997  0.144
10 H 1.80043 -0.16298 0.22658  0.133
11 H 1.21440 2.00725 -1.62349  0.103
12 H 0.60770 0.45207 -2.41100  0.153
13 N 0.13393 -0.81262 -0.34069  -0.037
14 O 0.47312 -1.81887 1.71019  0.028
15 O -1.17545 -0.10132 -0.58554  -0.103

Computed properties:
* frontier orbital gap: 10.29 eV
* LUMO energy: 0.900 eV



Run C
The molecule C5H7NO2. Source: the Open Molecules 2025 dataset; level of theory: the ωB97M-V functional and the def2-TZVPD basis.

Each line ends with the Löwdin charge.
Element x y z (Å)
1 C 1.03034 -1.41435 -0.34823  0.236
2 C -1.60845 -0.31767 0.13147  -0.064
3 C 2.67514 0.17985 -0.15162  -0.180
4 C 1.24015 -0.06061 -0.07312  -0.580
5 C -3.13675 -0.18161 0.16543  -0.103
6 N 0.36691 0.95423 -0.28020  0.070
7 O -1.03383 0.81958 -0.13378  -0.047
8 O 2.16093 0.27264 1.09796  -0.022
9 H 1.69380 -2.02551 0.25167  0.032
10 H 3.36223 -0.66062 -0.27157  0.118
11 H 3.09110 1.07911 -0.67340  0.143
12 H -3.44684 -0.58821 -0.73552  0.027
13 H -3.52443 0.93519 0.20657  0.110
14 H -3.56517 -0.88822 0.98938  0.104
15 H 0.69489 1.89619 -0.17502  0.155

Computed properties:
* frontier orbital gap: 8.08 eV
* LUMO energy: -0.084 eV



Here are the energies relative to the best structure, in kJ/mol: run A 0.0; run B 330.7; run C 840.8.



Run A
A structure of composition C5H7NO2. Source: the Open Molecules 2025 dataset; level of theory: the ωB97M-V functional and the def2-TZVPD basis.

Each line ends with the Löwdin charge.
Element x y z (Å)
1 C 1.38482 0.55213 -0.56347  -0.195
2 C 0.05892 0.85500 -0.62238  -0.091
3 C 2.16243 -0.08254 0.36490  0.141
4 C -1.04033 0.33650 0.23900  -0.169
5 C -0.76505 -1.01596 0.89936  -0.195
6 N 1.41054 -1.21931 1.73348  -0.203
7 O 2.12349 -1.56040 2.64822  0.008
8 O 0.09169 -0.95031 2.01963  -0.069
9 H 1.99034 0.99755 -1.35533  0.110
10 H -0.25893 1.50950 -1.41940  0.098
11 H 3.14485 -0.48497 0.22837  0.066
12 H -1.27076 1.06966 1.01595  0.124
13 H -1.94121 0.22972 -0.37460  0.116
14 H -1.70179 -1.41204 1.29701  0.125
15 H -0.35469 -1.71765 0.16256  0.133

Computed properties:
* frontier orbital gap (alpha / beta): 8.25 / 6.84 eV
* LUMO energy (alpha / beta): 0.116 / -0.813 eV



Run B
The molecule C5H7NO2. Source: the Open Molecules 2025 dataset; level of theory: the ωB97M-V functional and the def2-TZVPD basis.

Each line ends with the Löwdin charge.
Element x y z (Å)
1 C -0.72337 -1.53804 0.76147  -0.002
2 C 0.66225 -0.06556 -1.80072  -0.030
3 N -0.87311 0.81385 1.48829  0.043
4 C 0.66214 1.78895 -0.04157  -0.329
5 C -0.38237 -0.10258 0.58172  -0.262
6 C 0.23628 0.50774 -0.48953  -0.168
7 O 0.21946 1.72177 1.46253  -0.056
8 O 1.34119 2.68601 -0.41959  0.147
9 H -1.03078 0.50540 2.44251  0.144
10 H -0.41562 -2.12765 -0.09706  0.078
11 H -1.79940 -1.65399 0.89498  0.092
12 H -0.22894 -1.92458 1.65361  0.093
13 H 0.06131 -0.92800 -2.08328  0.073
14 H 0.56036 0.68140 -2.58696  0.088
15 H 1.71058 -0.36472 -1.76641  0.089

Computed properties:
* frontier orbital gap: 9.54 eV
* LUMO energy: 0.598 eV
* SMILES string: Cc1[nH]oc(=O)c1C



Run C
A cluster of 2 separate species, C5H7NO2 in total. Source: the Open Molecules 2025 dataset; level of theory: the ωB97M-V functional and the def2-TZVPD basis.

Each line ends with the Löwdin charge.
Element x y z (Å)
1 C -0.70637 -2.36314 -0.83383  0.086
2 C -1.62824 -1.87139 -0.18806  -0.200
3 C 1.59399 0.42483 0.56751  -0.116
4 C -2.73413 -1.56183 0.72999  -0.137
5 C 1.33065 2.61695 -0.40230  -0.028
6 N 2.58615 -0.04696 0.10103  -0.071
7 O 3.47151 -0.88791 0.13980  -0.012
8 O 0.80984 1.43395 0.31972  -0.099
9 H -0.01575 -2.29962 -1.60806  0.003
10 H -2.34817 -1.05022 1.61132  0.060
11 H -3.42335 -0.76769 0.18226  0.113
12 H -3.41371 -2.37321 1.09950  0.085
13 H 2.35920 2.79826 -0.07192  0.080
14 H 0.73942 3.54243 -0.09299  0.108
15 H 1.37897 2.40556 -1.55395  0.127

Computed properties:
* frontier orbital gap: 8.73 eV
* LUMO energy: -0.325 eV
* SMILES string: COC#[N+][O-].C#CC



Run D
The molecule C5H7NO2. Source: the Open Molecules 2025 dataset; level of theory: the ωB97M-V functional and the def2-TZVPD basis.

Each line ends with the Löwdin charge.
Element x y z (Å)
1 C -2.11455 -0.77228 -0.49945  -0.190
2 C -1.06241 0.10076 -0.76965  0.037
3 C 0.24525 0.32711 0.04433  -0.576
4 C 1.58915 0.17787 -0.75945  0.011
5 C 0.12156 -0.54857 1.24500  -0.050
6 N -2.76467 -1.65653 -0.11255  0.207
7 O -1.29323 1.82122 0.36066  -0.023
8 O 0.13255 1.69523 0.32991  -0.114
9 H -0.98484 0.59113 -1.76296  0.148
10 H 2.54027 0.18229 -0.11147  0.121
11 H 1.68306 1.00606 -1.34767  0.040
12 H 1.69503 -0.60430 -1.47091  0.072
13 H 1.08108 -0.54541 1.90879  0.122
14 H -0.13772 -1.58671 1.04255  0.080
15 H -0.73054 -0.18788 1.90288  0.113

Computed properties:
* frontier orbital gap (alpha / beta): 7.58 / 8.21 eV
* LUMO energy (alpha / beta): -1.794 / -1.738 eV



Here are the energies relative to the best structure, in kJ/mol: run A 452.9; run B 0.0; run C 487.7; run D 435.6.